{"formula": "C3H7N3O2", "method": "the ωB97M-V functional and the def2-TZVPD basis", "symbols": ["C", "C", "N", "C", "O", "N", "N", "O", "H", "H", "H", "H", "H", "H", "H"], "positions_angstrom": [[-0.84659, -0.20164, -0.08363], [0.97422, 1.03566, 0.95513], [0.26579, 0.69831, -0.26180], [-0.41423, -1.64561, 0.12135], [-1.45243, -2.42868, 0.45567], [-0.11388, 2.26181, -1.74432], [0.58385, 1.82619, -2.51337], [0.70861, -2.05740, 0.00207], [-1.13275, -3.31755, 0.68083], [0.90485, 0.50157, -1.21693], [-1.47731, -0.18219, -0.97793], [-1.46191, 0.10520, 0.76560], [0.28660, 1.52707, 1.64934], [1.39100, 0.15367, 1.45309], [1.78418, 1.72360, 0.71490]], "forces_ev_per_a": [[0.778, -0.186, -0.452], [0.265, -0.497, -0.219], [1.469, -1.218, -1.798], [0.214, -0.133, 0.098], [-0.345, -0.151, 0.253], [2.279, -0.345, -4.071], [-2.670, 2.348, 1.931], [-0.128, 0.045, 0.038], [0.113, 0.162, -0.221], [-2.077, -0.169, 4.342], [-0.113, -0.011, 0.043], [0.055, 0.045, -0.055], [0.004, 0.026, -0.100], [0.153, 0.062, 0.124], [0.003, 0.022, 0.086]], "lumo_ev": 0.687, "energy_ev": -11789.377, "max_force_ha_per_bohr": 0.09366, "smiles": "CNCC(=O)O.N#N", "orbital_gap_ev": 9.38, "molar_mass_g_mol": 117.1, "de_lowest_kj_mol": 186.85}